DFT (ωB97M-V/def2-TZVPD) results for 8 unconnected molecules or ions with the total composition C55H71F2O16Si.

Each line ends with the Löwdin charge.
CARTESIAN COORDINATES (ANGSTROEM)
1 C 1.19 -2.52 -1.35  -0.20
2 Si 1.42 -1.54 0.27  0.58
3 C 2.38 -2.72 1.46  -0.19
4 C -0.18 -1.07 1.18  -0.23
5 C -1.41 -0.79 0.22  -0.14
6 C -2.82 -1.04 0.85  -0.41
7 F -3.59 -1.76 -0.14  -0.03
8 F -2.79 -1.90 1.99  -0.02
9 C -3.51 0.27 1.35  -0.21
10 C -5.00 -0.03 1.76  -0.17
11 C -6.11 0.36 0.71  -0.15
12 C -6.48 -0.79 -0.31  -0.18
13 C -6.65 -2.19 0.11  -0.05
14 C -6.97 -3.28 -0.79  -0.10
15 C -7.14 -2.98 -2.22  -0.12
16 C -7.00 -1.59 -2.66  -0.10
17 C -6.66 -0.49 -1.73  -0.04
18 O -3.44 1.23 0.21  -0.06
19 C -3.14 2.48 0.77  -0.42
20 O -3.03 2.63 1.97  0.05
21 C -2.93 3.70 -0.16  -0.11
22 C -3.66 4.93 0.10  -0.02
23 C -3.49 6.06 -0.80  -0.08
24 C -2.56 5.97 -1.94  -0.08
25 C -1.83 4.70 -2.16  -0.06
26 C -2.02 3.54 -1.29  0.00
27 C 2.59 -0.08 -0.08  -0.24
28 C 2.92 0.26 -1.49  -0.08
29 C 3.85 1.37 -1.77  -0.08
30 C 4.42 2.08 -0.62  -0.10
31 C 4.09 1.78 0.77  -0.08
32 C 3.17 0.68 1.02  -0.09
33 H 0.74 -3.51 -1.09  0.04
34 H 2.17 -2.63 -1.88  0.03
35 H 0.45 -2.01 -2.03  0.03
36 H 2.45 -2.22 2.47  0.03
37 H 3.39 -2.93 1.03  0.04
38 H 1.83 -3.70 1.59  0.02
39 H 0.04 -0.08 1.69  0.08
40 H -0.36 -1.84 1.97  0.08
41 H -1.27 0.22 -0.22  0.11
42 H -1.32 -1.52 -0.64  0.10
43 H -5.21 0.58 2.69  0.08
44 H -5.16 -1.10 2.08  0.09
45 H -5.94 1.32 0.16  0.10
46 H -7.06 0.52 1.30  0.11
47 H -6.50 -2.43 1.19  0.10
48 H -7.07 -4.34 -0.45  0.09
49 H -7.36 -3.82 -2.91  0.08
50 H -7.12 -1.32 -3.74  0.08
51 H -6.56 0.54 -2.15  0.10
52 H -4.34 5.02 0.98  0.10
53 H -4.06 7.00 -0.64  0.09
54 H -2.41 6.82 -2.65  0.08
55 H -1.13 4.61 -3.02  0.05
56 H -1.50 2.58 -1.46  0.11
57 H 2.49 -0.31 -2.35  0.07
58 H 4.09 1.61 -2.83  0.08
59 H 5.14 2.91 -0.81  0.09
60 H 4.50 2.32 1.65  0.09
61 H 2.88 0.35 2.05  0.09
62 O 0.54 4.37 -4.13  0.10
63 C 0.12 4.06 -5.22  -0.47
64 O -1.19 4.11 -5.56  0.03
65 C -1.36 3.57 -6.88  -0.15
66 C 0.00 3.70 -7.54  -0.16
67 C 0.94 3.53 -6.36  -0.07
68 H -1.69 2.53 -6.79  0.13
69 H -2.12 4.14 -7.41  0.12
70 H 0.16 2.97 -8.34  0.11
71 H 0.12 4.70 -7.96  0.12
72 H 1.17 2.48 -6.17  0.11
73 H 1.86 4.10 -6.49  0.13
74 O 2.66 -5.98 0.51  0.10
75 C 2.70 -6.41 1.63  -0.49
76 O 1.67 -6.35 2.51  0.02
77 C 2.10 -6.86 3.78  -0.16
78 C 3.29 -7.75 3.48  -0.16
79 C 3.90 -7.06 2.27  -0.07
80 H 2.36 -6.02 4.42  0.13
81 H 1.28 -7.41 4.24  0.12
82 H 3.97 -7.86 4.32  0.12
83 H 2.94 -8.75 3.19  0.12
84 H 4.61 -6.28 2.57  0.14
85 H 4.37 -7.77 1.60  0.09
86 O -6.78 4.75 2.39  0.12
87 C -6.71 4.46 3.55  -0.48
88 O -7.72 4.65 4.44  0.02
89 C -7.27 4.30 5.76  -0.17
90 C -6.09 3.37 5.54  -0.16
91 C -5.50 3.89 4.24  -0.07
92 H -6.98 5.21 6.28  0.12
93 H -8.07 3.81 6.31  0.12
94 H -5.39 3.36 6.37  0.11
95 H -6.45 2.34 5.39  0.12
96 H -4.78 4.69 4.42  0.14
97 H -5.05 3.09 3.65  0.11
98 O 5.81 4.92 3.06  0.11
99 C 4.91 5.41 2.43  -0.49
100 O 5.06 5.95 1.19  0.01
101 C 3.82 6.54 0.77  -0.16
102 C 2.75 5.86 1.60  -0.15
103 C 3.49 5.57 2.90  -0.08
104 H 3.87 7.62 0.96  0.12
105 H 3.68 6.38 -0.30  0.12
106 H 1.86 6.47 1.73  0.12
107 H 2.46 4.92 1.13  0.12
108 H 3.43 6.41 3.60  0.13
109 H 3.12 4.66 3.37  0.11
110 O 6.85 -9.26 1.61  0.12
111 C 6.46 -9.40 0.49  -0.48
112 O 5.15 -9.32 0.13  0.00
113 C 5.01 -9.65 -1.26  -0.15
114 C 6.38 -9.42 -1.87  -0.16
115 C 7.31 -9.75 -0.71  -0.08
116 H 4.70 -10.70 -1.34  0.13
117 H 4.25 -9.02 -1.72  0.13
118 H 6.56 -10.02 -2.76  0.12
119 H 6.49 -8.37 -2.13  0.12
120 H 7.55 -10.82 -0.68  0.13
121 H 8.22 -9.16 -0.73  0.13
122 O 1.32 5.00 5.08  0.10
123 C 0.97 3.87 5.29  -0.48
124 O 1.67 3.00 6.06  0.02
125 C 1.05 1.70 6.00  -0.16
126 C -0.38 1.97 5.58  -0.16
127 C -0.24 3.19 4.69  -0.07
128 H 1.59 1.09 5.28  0.12
129 H 1.10 1.23 6.98  0.12
130 H -0.85 1.11 5.08  0.12
131 H -0.99 2.22 6.45  0.12
132 H -0.02 2.92 3.66  0.14
133 H -1.11 3.83 4.75  0.13
134 O 0.46 -0.24 -7.83  0.12
135 C 1.42 -0.58 -7.19  -0.48
136 O 2.22 0.29 -6.52  0.01
137 C 3.33 -0.42 -5.95  -0.15
138 C 2.87 -1.86 -5.85  -0.15
139 C 1.94 -1.99 -7.05  -0.08
140 H 4.19 -0.30 -6.61  0.13
141 H 3.57 0.00 -4.98  0.11
142 H 3.69 -2.57 -5.86  0.12
143 H 2.30 -2.00 -4.93  0.12
144 H 2.48 -2.26 -7.95  0.13
145 H 1.13 -2.68 -6.85  0.13

## Properties
* LUMO energy: 1.65 eV
* E: -3831.4357 a.u.
* orbital gap: 4.20 eV
* maximum force: 3.774 eV/A
* net charge: -1